Here is an isolated molecule of C6H9N at a distorted geometry from OMol25. Energies are from the ωB97M-V functional and the def2-TZVPD basis.

Computed properties:
SMILES ... C1[C@H]2N1CC21CC1
HOMO energy ... -8.7 eV
Relative energy (zero: lowest compared OMol25 entry of this formula, charge and spin) ... 84.29 kcal/mol
Charge ... 0

Each line ends with the natural charge from an NBO analysis.
Geometry (Å):
C 1.7942 1.2256 -0.2019  -0.27
C 0.3515 1.0129 -0.5145  -0.08
N 1.4992 -0.0525 -0.7964  -0.35
C 0.9058 -0.8676 0.3167  -0.23
C -0.3809 -0.1009 0.1693  -0.09
C -1.6961 -0.2003 0.8475  -0.42
C -1.5180 -0.7896 -0.5334  -0.41
H 2.1864 1.2841 0.8119  0.19
H 2.3642 1.8248 -0.9180  0.22
H -0.2456 1.6541 -1.1781  0.20
H 1.3919 -0.6993 1.2880  0.18
H 0.8650 -1.9370 0.1032  0.20
H -2.3064 0.6959 0.9192  0.22
H -1.7528 -0.8723 1.6970  0.22
H -1.4448 -1.8720 -0.6358  0.21
H -2.0136 -0.3058 -1.3745  0.21